# C13H26BClIN2O7PS

An isolated molecule of C13H26BClIN2O7PS (ωB97M-V/def2-TZVPD, OMol25).

Geometry (Å):
C 3.47831 2.72316 1.61231
O 2.68987 2.35600 0.42559
C 1.23569 2.51989 0.65553
C 0.25981 1.55388 -0.20544
C 0.88727 0.96621 -1.61723
P -0.29056 0.97756 -3.10462
O -1.19707 2.48035 -3.13207
Cl 0.81845 1.00466 -4.93354
N 1.59734 -0.32398 -1.30122
S 2.77770 -0.81110 -2.54801
C 0.79999 -1.43714 -0.70081
C -0.39893 -2.09489 -1.58136
C -0.00639 -2.63746 -3.08281
O -1.21527 -3.23169 -3.74491
C 0.31573 -1.01205 0.85992
C -0.70377 -2.18000 1.50229
O -0.44249 -2.40095 2.96352
C -1.61266 -3.18012 3.42817
N 1.52894 -1.11275 1.67955
C 1.81923 -0.16484 2.58041
O 1.89033 0.73751 3.59989
C -0.51356 0.35093 0.66994
B -1.42137 0.93250 1.90938
O -1.72895 0.31951 3.20129
O -1.96440 2.32377 1.70284
C -3.13419 2.29929 0.81287
H 4.46840 3.24789 1.20351
H 3.83015 1.72753 2.13471
H 2.97019 3.49476 2.32951
H 1.09843 2.50546 1.82109
H 0.99483 3.64274 0.32647
H -0.65044 2.24471 -0.56028
H 1.75214 1.73834 -1.91080
H -0.52574 3.16710 -2.81492
H 2.28545 -0.02645 -0.53827
H 3.42851 -1.90916 -1.93725
H 1.57424 -2.32515 -0.49551
H -0.90900 -3.05605 -1.08759
H -1.31979 -1.35480 -1.76040
H 0.33371 -1.76505 -3.81420
H 0.84386 -3.45750 -3.01589
H -1.72543 -2.42703 -4.11223
H -1.82943 -1.98271 1.25824
H -0.36697 -3.21256 1.00526
H -2.63596 -2.60534 3.21403
H -1.55079 -3.40513 4.58825
H -1.73605 -4.22250 2.86487
H -1.37590 0.05421 -0.11415
H -2.74780 0.32599 3.28349
H -4.13593 2.27766 1.42467
H -3.14459 3.31855 0.19484
H -3.05921 1.43873 0.02342
I -1.33593 1.60747 -5.16234

Results
Energy   -2668.8156 Eh
Charge   0
Frontier orbital gap   0.137 Ha
Strongest force on any atom   16.12 eV/Å
Highest occupied orbital energy   -4.56 eV
LUMO   -0.8409 eV



# C21H32CoN6O4

A structure of composition C21H32CoN6O4 (ωB97M-V/def2-TZVPD, OMol25).

Geometry (Å):
Co 7.10243 2.30133 16.36984
C 11.02310 0.02858 13.54599
N 9.92726 0.97104 13.63950
C 9.98646 2.09352 12.68912
C 8.97542 0.99743 14.58718
O 8.13522 1.94346 14.66395
C 8.86941 -0.20524 15.51676
O 7.51027 -0.27172 15.90493
C 7.22270 -0.99569 17.06765
C 6.75398 -0.04113 18.13501
O 6.51319 1.15884 17.81236
N 6.50201 -0.46692 19.36318
C 6.53576 -1.90467 19.69003
C 6.26886 0.41975 20.50756
H 12.02125 0.61312 13.41265
H 10.95782 -0.67018 12.70223
H 11.10991 -0.52367 14.49337
H 10.14416 1.64686 11.73496
H 10.86537 2.71343 12.86995
H 9.08562 2.66868 12.72807
H 9.53967 -0.05119 16.38021
H 9.13932 -1.11893 14.95821
H 8.05439 -1.62213 17.42085
H 6.48243 -1.73792 16.77548
H 6.41588 -2.52662 18.81112
H 5.66796 -2.08534 20.35918
H 7.41426 -2.18448 20.25940
H 6.45380 1.45464 20.23702
H 6.94454 0.07197 21.29279
H 5.22041 0.31286 20.90110
C 4.51758 5.65694 15.47953
C 5.82013 4.99669 15.74422
O 5.91204 3.74433 15.75140
N 6.87432 5.77308 15.85274
C 8.24969 5.26038 15.80771
C 8.76684 4.68283 17.09841
C 9.56721 5.50698 17.89522
C 10.17513 4.97882 19.02560
C 9.91445 3.63345 19.36652
C 9.06397 2.92558 18.53302
N 8.53333 3.40260 17.40654
H 4.39308 5.77854 14.41074
H 4.45879 6.63316 15.95680
H 3.68761 5.04236 15.84535
H 6.70115 6.74592 15.84918
H 8.88778 6.08455 15.49887
H 8.27783 4.53159 14.99613
H 9.74062 6.50707 17.54070
H 10.80697 5.60350 19.67335
H 10.32163 3.12466 20.22600
H 8.88729 1.88395 18.75938
N 0.87099 -0.20475 13.48192
C 2.00380 0.13305 14.09184
C 1.97305 0.60829 15.42443
C 3.20019 0.92312 16.00604
N 4.33482 0.88846 15.36713
C 4.32819 0.49631 14.06221
C 3.25780 0.07380 13.42598
H -0.05519 -0.15594 13.92472
H 0.92308 -0.49665 12.52174
H 1.03045 0.76424 15.96931
H 3.21507 1.14979 17.06881
H 5.28168 0.51122 13.57667
H 3.25717 -0.18003 12.37257

Results
Energy   -2830.8248 Eh
Multiplicity   5
Expectation value of S²   6.04
Charge   +3
Frontier orbital gap (spin up / spin down)   0.354 / 0.202 Ha
Energy relative to the best compared isomer or geometry (same formula, charge and spin)   38.93 kJ/mol
Strongest force on any atom   2.76 eV/Å
Highest occupied orbital energy (spin up / spin down)   -17.35 / -17.27 eV
LUMO (spin up / spin down)   -7.7136 / -11.7598 eV



# C3H3NO3

An isolated molecule of C3H3NO3 (ωB97M-V/def2-TZVPD, OMol25).

Geometry (Å):
N 0.16391 0.91626 -0.31895
C -0.31464 -0.20027 0.12582
O 0.61187 -0.97471 0.53972
C 1.79082 0.19630 0.02873
O 2.48070 0.68134 0.85531
C -1.77491 -0.59220 0.14266
O -2.14162 -1.68182 0.49073
H -0.38316 1.66888 -0.71888
H 2.04048 -0.21367 -0.95372
H -2.47346 0.19987 -0.19142

Results
Energy   -396.5226 Eh
Charge   0
Frontier orbital gap   0.355 Ha
Energy relative to the best compared isomer or geometry (same formula, charge and spin)   267.35 kJ/mol
Strongest force on any atom   0.82 eV/Å
Highest occupied orbital energy   -10.39 eV
LUMO   -0.7326 eV



# C5H8O2

An isolated molecule of C5H8O2 (ωB97M-V/def2-TZVPD, OMol25).

Geometry (Å):
C -0.14615 -1.75591 -0.47188
C -0.32174 -0.29622 -0.70890
C -1.32566 0.48298 -0.24213
C 0.24830 1.02478 1.02040
O 0.49450 0.15194 2.01780
C 1.38928 0.81763 -0.02098
O 0.78790 0.35766 -1.22740
H 0.22595 -2.24076 -1.38003
H -1.07971 -2.23576 -0.16647
H 0.60197 -1.90661 0.32277
H -1.46722 1.49690 -0.59193
H -2.16012 0.02378 0.28038
H -0.12323 0.35145 2.73513
H 1.92283 1.75559 -0.21190
H 2.11065 0.06513 0.33505

Results
Energy   -345.6416 Eh
Charge   0
Frontier orbital gap   0.311 Ha
Energy relative to the best compared isomer or geometry (same formula, charge and spin)   429.02 kJ/mol
Strongest force on any atom   0.29 eV/Å
Highest occupied orbital energy   -7.65 eV
LUMO   0.8208 eV